A structure of composition C19H12Cl2N7O6PtS2 at a distorted geometry, computed with wB97M-V/def2-TZVPD.

Last column: natural (NBO) charge in e.
Element x y z (Å)
1 Pt 0.08 0.02 -0.30  0.61
2 O 1.80 -0.49 3.61  -0.45
3 C 1.35 -0.39 2.54  1.02
4 O 0.44 -0.31 1.82  -0.52
5 C 3.62 -0.45 0.71  0.98
6 O 4.53 -0.74 1.38  -0.52
7 O 2.94 -0.15 -0.18  -0.46
8 S -0.18 0.42 -2.46  -0.02
9 C -0.04 2.17 -2.59  -0.30
10 C -0.08 2.72 -3.91  0.28
11 N -0.11 3.13 -4.99  -0.34
12 C 0.10 2.95 -1.50  -0.29
13 S 0.14 2.24 0.10  -0.10
14 C 0.19 4.37 -1.59  0.28
15 N 0.26 5.52 -1.63  -0.34
16 Cl -5.16 1.16 -1.43  -0.04
17 C -4.78 -0.16 -0.30  -0.30
18 Cl -5.12 0.33 1.38  -0.06
19 C -3.31 -0.62 -0.49  0.74
20 O -3.20 -1.70 -1.10  -0.76
21 O -2.44 0.15 -0.03  -0.77
22 H -5.45 -0.97 -0.53  0.21
23 C -1.40 -2.80 1.33  -0.68
24 C -0.75 -2.94 0.00  0.47
25 N 0.08 -2.09 -0.59  -0.54
26 C 0.47 -2.67 -1.79  -0.05
27 C -0.11 -3.89 -1.91  -0.09
28 N -0.87 -4.05 -0.76  -0.36
29 C -1.74 -5.17 -0.49  -0.03
30 N -1.01 -6.42 -0.54  -0.21
31 N -1.36 -7.38 -1.42  -0.01
32 N -0.56 -8.37 -1.31  -0.22
33 C 0.37 -8.07 -0.34  0.02
34 C 1.45 -8.81 0.14  -0.17
35 C 2.22 -8.23 1.12  -0.23
36 C 1.94 -6.93 1.61  -0.19
37 C 0.87 -6.19 1.15  -0.25
38 C 0.09 -6.80 0.16  0.16
39 H -1.11 -1.87 1.79  0.26
40 H -1.09 -3.62 1.99  0.21
41 H -2.48 -2.82 1.23  0.26
42 H 1.16 -2.17 -2.44  0.24
43 H -0.06 -4.64 -2.68  0.23
44 H -2.53 -5.23 -1.23  0.25
45 H -2.18 -5.03 0.49  0.22
46 H 1.67 -9.80 -0.24  0.23
47 H 3.08 -8.76 1.52  0.22
48 H 2.58 -6.51 2.37  0.22
49 H 0.67 -5.20 1.52  0.22

Calculated values
total charge	-1
HOMO	-4.435	eV
LUMO energy	0.7	eV